9
Properties=species:S:1:pos:R:3:lowdin_charge:R:1 method="wB97M-V/def2-TZVPD" de_lowest_kcal_mol=94.36 smiles="O=CC(F)(F)P" energy_ev=-18891.81863 multiplicity=1 charge=0
O -1.35410 1.23551 0.49387 0.08
C -0.20425 1.15279 0.54997 -0.20
C 0.66627 -0.22130 0.07033 -0.68
F 1.25608 -0.77559 1.21406 -0.02
F 1.74737 0.14958 -0.67157 0.01
P -0.36741 -1.45498 -0.85385 0.94
H 0.35949 2.02942 0.93979 0.13
H -1.36645 -1.50300 0.01255 -0.12
H -0.73702 -0.61243 -1.75516 -0.14